{
  "formula": "C22H22F2NO4PSn",
  "method": "ωB97M-V with the def2-TZVPD basis set",
  "homo_lumo_gap_ev": 1.2,
  "total_charge": 2,
  "homo_ha": -0.45050,
  "symbols": ["C", "C", "C", "F", "C", "C", "C", "C", "C", "F", "C", "C", "C", "C", "O", "C", "C", "C", "C", "P", "O", "O", "C", "C", "C", "C", "N", "C", "C", "O", "H", "H", "H", "H", "H", "H", "H", "H", "H", "H", "H", "H", "H", "H", "H", "H", "H", "H", "H", "H", "H", "H", "Sn"],
  "positions_angstrom": [[-2.495446, -2.328410, 4.762184], [-3.468769, -2.238580, 3.592816], [-3.729645, -0.793165, 3.199911], [-5.144258, -0.710639, 2.702344], [-2.836774, -0.332297, 2.089643], [-3.045460, -0.805249, 0.785559], [-2.209967, -0.412414, -0.255265], [-2.484601, -0.934554, -1.647120], [-3.345594, 0.065599, -2.447170], [-3.612998, 1.192125, -1.676428], [-1.138631, 0.452640, 0.027996], [-0.965043, 0.927272, 1.325975], [-1.806728, 0.552793, 2.366357], [0.146253, 1.881013, 1.608644], [0.047218, 2.690965, 2.485615], [1.340459, 1.749356, 0.739625], [2.572466, 2.116320, 1.247909], [3.690039, 1.966069, 0.441664], [3.594252, 1.475816, -0.861675], [5.110264, 1.330962, -1.844377], [4.790818, 2.370428, -3.038348], [6.284157, 1.975006, -0.963843], [2.334895, 1.090361, -1.378951], [2.225620, 0.499042, -2.768487], [2.773489, -0.937164, -2.793883], [3.815845, -1.308269, -3.805396], [2.367136, -1.821798, -1.985692], [1.197326, 1.252443, -0.571251], [-0.184798, 0.920634, -1.030134], [-0.566404, 1.028565, -2.162767], [-2.236114, -3.370508, 4.912960], [-1.576068, -1.826248, 4.468345], [-2.882633, -1.875088, 5.667419], [-4.412413, -2.795122, 3.798654], [-3.007276, -2.731825, 2.742289], [-3.595907, -0.100298, 4.025849], [-3.860799, -1.477055, 0.559434], [-3.064536, -1.847849, -1.529530], [-1.575404, -1.194667, -2.174223], [-2.851314, 0.399532, -3.351006], [-4.310254, -0.362931, -2.701751], [-1.658384, 0.932969, 3.366408], [2.677438, 2.486615, 2.254645], [4.648867, 2.239131, 0.855811], [5.341955, 2.194140, -3.811497], [6.010119, 2.625515, -0.299942], [1.196903, 0.410181, -3.079694], [2.747227, 1.123905, -3.484000], [3.780500, -0.633002, -4.655295], [4.792548, -1.253269, -3.330400], [3.676379, -2.332312, -4.132878], [1.672582, -1.437726, -1.340424], [-6.768536, -2.088957, 3.093368]],
  "atomic_forces_ev_per_a": [[-0.13, -0.14, -0.37], [0.16, 0.25, -0.24], [2.57, -0.13, -0.22], [-1.32, -0.03, 0.11], [-0.68, -0.06, -0.24], [0.76, 0.36, 0.06], [0.08, -0.20, -0.25], [-0.59, 0.04, 0.31], [0.10, 0.05, -0.08], [-0.05, 0.11, 0.09], [-0.35, -0.16, 0.68], [0.00, -0.20, 0.07], [-0.34, -0.12, -0.29], [0.06, -0.20, -0.52], [0.07, 0.34, 0.75], [-0.08, -0.02, -0.05], [0.17, -0.16, -0.34], [-0.21, -0.16, -0.13], [-0.45, 0.70, 0.46], [0.56, -1.43, -0.55], [-0.24, 0.46, -0.06], [-0.38, 0.24, 0.50], [-0.32, 0.23, -0.30], [0.54, -0.47, 0.23], [0.10, 0.00, 0.13], [-0.22, 0.08, -0.01], [-0.23, -0.15, 0.12], [0.64, -0.08, 0.24], [0.19, 0.06, 0.42], [-0.24, 0.03, -0.63], [-0.01, -0.08, 0.28], [0.10, 0.14, 0.07], [-0.02, -0.03, 0.17], [-0.25, -0.03, 0.27], [-0.23, -0.27, -0.21], [-0.88, 0.06, 0.23], [-0.09, -0.13, -0.02], [0.05, -0.19, -0.04], [0.15, 0.11, -0.06], [0.13, 0.02, -0.07], [-0.09, -0.11, -0.07], [0.12, 0.22, 0.03], [-0.16, 0.11, 0.10], [0.04, -0.03, 0.11], [-0.01, 0.06, -0.01], [0.30, 0.24, -0.22], [-0.13, 0.26, -0.13], [0.02, 0.11, -0.08], [0.14, 0.01, -0.15], [0.15, 0.12, -0.05], [-0.07, -0.10, -0.04], [0.06, -0.01, 0.07], [0.49, 0.30, -0.08]]
}